Formula: C14H42FeN2O20
Source: the OMol25 dataset
Level of theory: ωB97M-V/def2-TZVPD

Output
calculated total energy	-3436.11666	hartree
ΔE to the lowest compared entry with this formula, charge and spin	128.6	kcal/mol
net charge	0
multiplicity	5
HOMO-LUMO gap (alpha / beta)	7.033 / 6.478	eV
strongest force on any atom	6.032	eV/Å
HOMO level (alpha / beta)	-0.30622 / -0.30453	Eh

XYZ file:
```
79
Properties=species:S:1:pos:R:3:forces:R:3:lowdin_spin:R:1
Fe -2.9528 1.7990 1.8575 2.91 0.44 -1.39 3.8021
N -0.6022 0.5775 -0.1301 3.59 -0.87 2.93 0.0036
O -0.1428 1.0443 -1.1319 0.76 -0.27 -2.13 0.0069
O -1.6353 0.9990 0.3121 -5.35 1.70 1.08 0.0294
O 0.0331 -0.2096 0.6411 0.15 -0.61 -1.23 0.0027
N -0.6052 4.3917 1.7905 4.46 1.08 -2.09 0.0026
O -1.4901 3.5262 1.8374 -4.72 -3.66 0.87 0.0547
O 0.4064 4.0979 1.1248 -0.80 0.07 0.91 0.0114
O -0.7206 5.4668 2.3266 -0.92 0.72 0.88 0.0049
C 1.2361 -2.3003 4.1434 -1.89 0.24 0.07 0.0000
C 1.9363 -3.0728 3.1346 1.33 -1.95 -0.96 0.0000
O 3.3476 -2.9548 3.2224 -0.33 0.16 0.13 0.0000
O 0.6716 -1.0827 3.6537 0.36 1.24 0.70 0.0003
H 1.8865 -2.1377 5.0028 -0.35 0.35 0.00 0.0000
H 0.3786 -2.9349 4.3673 -0.14 -0.09 0.90 0.0000
H 1.4607 -2.9750 2.1587 0.51 0.68 -0.45 0.0000
H 1.7233 -4.1251 3.3224 0.05 -0.34 0.37 0.0000
H 3.7684 -2.6374 2.4201 -0.01 0.17 -0.39 0.0000
H 0.1281 -1.2242 2.8751 0.37 -0.38 -0.45 0.0000
C -0.0181 5.7373 -3.1005 -0.09 -0.92 0.82 0.0000
C -0.7726 4.5413 -2.4182 2.20 0.97 1.49 0.0000
O 0.2328 3.9133 -1.6045 -0.65 -0.32 -1.24 0.0001
O 0.9254 6.4490 -2.2124 -1.79 -0.78 -0.86 0.0000
H -0.8299 6.3433 -3.5028 0.36 0.64 -0.16 0.0000
H 0.6009 5.3159 -3.8926 -0.19 -0.01 -0.25 0.0000
H -1.2262 3.8477 -3.1263 0.14 0.13 -0.45 0.0000
H -1.5361 4.8465 -1.7026 -0.39 0.59 -0.28 0.0000
H -0.0995 3.0210 -1.4816 0.35 -0.38 0.49 0.0000
H 0.9082 7.3557 -2.5272 0.08 0.13 0.11 0.0000
C -3.9798 -0.6466 3.1524 -0.01 0.55 -0.09 0.0024
C -2.4803 -0.7842 3.2997 -0.17 -0.46 -1.19 0.0025
O -1.9079 0.5121 3.2085 -1.10 0.64 0.69 0.0284
O -4.2797 0.1268 1.9341 1.52 0.81 2.13 0.0391
H -4.3607 -0.1112 4.0221 -0.29 0.12 -0.11 -0.0001
H -4.4792 -1.6131 3.0855 0.16 0.01 0.00 0.0005
H -2.1268 -1.2991 2.4064 0.19 -0.53 0.10 -0.0001
H -2.2273 -1.3248 4.2117 0.12 0.21 0.01 0.0005
H -1.0147 0.5560 3.5574 0.58 -0.05 -0.03 0.0016
H -4.8956 -0.3703 1.3908 -0.85 -0.37 -1.03 0.0019
C 0.4014 0.7740 -4.9208 4.80 -1.41 0.82 0.0000
C 0.4774 -0.5133 -4.0675 -1.63 0.58 0.68 0.0000
O -0.6845 -1.2688 -4.4371 0.13 -0.59 0.06 0.0000
O -0.7395 1.4405 -5.0178 -4.52 1.10 -0.05 0.0000
H 0.7173 0.4543 -5.9138 0.51 -0.01 -0.23 0.0000
H 1.0403 1.5427 -4.4861 1.49 -0.60 -0.06 0.0000
H 0.3370 -0.4047 -2.9921 0.37 1.01 0.14 0.0000
H 1.3979 -1.0963 -4.0971 0.02 0.17 -1.02 0.0000
H -1.3177 -0.8275 -3.8662 -0.62 -0.37 -0.38 0.0000
H -0.5085 2.2190 -5.5298 -0.51 0.14 0.09 0.0000
C 3.5853 -4.4438 -0.4705 -2.08 0.50 1.73 0.0000
C 2.8805 -3.2541 -1.1824 -0.24 -0.15 -0.22 0.0000
O 2.0663 -2.5347 -0.2317 0.87 -0.09 0.69 0.0000
O 4.9145 -4.2954 -0.0540 0.32 -1.13 -1.66 0.0000
H 3.2318 -5.4094 -0.8321 1.42 -0.19 -1.24 0.0000
H 3.0258 -4.5871 0.4539 -0.58 0.69 0.55 0.0000
H 2.1780 -3.5042 -1.9773 0.28 -0.78 -0.18 0.0000
H 3.6259 -2.6171 -1.6587 0.23 0.25 0.20 0.0000
H 1.4335 -1.9541 -0.6606 0.01 0.25 -0.18 0.0000
H 4.9716 -3.5493 0.5474 0.05 0.25 0.09 0.0000
C -5.3282 0.3395 -1.4466 -0.06 -1.75 0.27 0.0000
C -5.4069 -1.0976 -0.9226 -1.79 -1.00 -2.99 0.0001
O -5.9748 -1.1972 0.3436 0.22 0.25 1.78 0.0008
O -4.0896 0.7780 -1.0444 1.41 1.77 0.47 0.0034
H -6.1385 0.9388 -1.0313 0.00 0.03 0.10 0.0000
H -5.3695 0.3870 -2.5347 -0.50 -0.30 -0.04 0.0000
H -4.5364 -1.7445 -1.0315 0.84 0.86 0.23 0.0000
H -6.0897 -1.6399 -1.5767 -0.46 0.03 -0.42 0.0001
H -5.9832 -2.1402 0.5235 -0.31 -0.12 0.39 0.0000
H -3.5185 0.6730 -1.8088 0.58 0.31 0.35 0.0000
C 5.3457 -0.7425 1.4110 -0.58 2.10 1.08 0.0000
C 4.1861 0.2048 1.7907 0.18 0.95 1.04 0.0000
O 3.2482 0.5199 0.7860 0.47 -0.70 -0.49 0.0000
O 4.7691 -1.9347 1.0371 -0.28 -1.49 -0.22 0.0000
H 5.9152 -0.8752 2.3309 0.15 -0.25 -0.05 0.0000
H 6.0145 -0.3598 0.6401 -0.11 0.19 -0.13 0.0000
H 4.5164 1.1366 2.2497 0.57 0.19 -0.41 0.0000
H 3.5816 -0.2048 2.5999 0.43 -0.72 0.32 0.0000
H 2.5745 -0.1479 0.9336 -0.77 0.29 -0.58 0.0000
H 3.9893 -1.7283 0.5167 -0.48 0.07 -0.49 0.0000
```
Positions in Å, forces in eV/Å.



Formula: C14H42KO22P2
Source: the OMol25 dataset
Level of theory: ωB97M-V/def2-TZVPD

Output
calculated total energy	-3496.32261	hartree
net charge	-5
HOMO-LUMO gap	3.042	eV
strongest force on any atom	4.555	eV/Å
HOMO level	0.23316	Eh

XYZ file:
```
81
Properties=species:S:1:pos:R:3:forces:R:3:lowdin_charge:R:1
K -0.4272 -0.1688 0.2287 -0.24 -1.20 -0.15 0.8080
P -0.0327 -4.0473 -1.0207 2.10 0.13 -1.61 0.0888
O 0.5850 -4.3212 -2.4176 -0.71 0.06 0.60 -0.5218
O -1.6154 -4.1961 -1.0736 3.13 0.38 -1.43 -0.3031
O 0.1889 -2.5617 -0.5555 -0.21 -1.47 0.17 -0.4719
O 0.5888 -5.0482 0.0089 -0.28 0.26 0.29 -0.4387
P 0.2781 2.9234 0.0884 -0.98 2.22 0.24 0.0679
O 0.9010 2.1927 1.3215 0.42 -0.27 -0.10 -0.4156
O 0.3758 2.0035 -1.1719 0.02 0.36 -0.20 -0.4519
O 0.9197 4.2722 -0.1842 0.45 -0.35 -0.11 -0.4106
O -1.2303 3.1242 0.4522 0.02 -0.39 -0.18 -0.3727
C 2.4653 0.5630 -3.3752 -0.80 0.09 -0.14 -0.2764
C 3.1951 1.9104 -3.2803 -0.22 -0.69 1.60 -0.2796
O 2.3571 3.0404 -3.1965 -0.08 0.16 -0.48 -0.0941
O 1.8216 0.1426 -2.2031 1.04 0.61 -0.36 -0.0726
H 3.2149 -0.1876 -3.6718 -0.17 -0.09 0.08 0.1043
H 1.6903 0.6307 -4.1673 0.38 0.03 -0.23 0.1088
H 3.9313 1.9947 -4.0898 -0.26 0.36 -0.20 0.0898
H 3.7463 1.8505 -2.3225 0.29 -0.06 -0.28 0.0981
H 1.8010 2.9664 -2.3876 0.14 -0.03 -0.13 0.0580
H 1.3687 0.9349 -1.7976 -0.06 -0.49 0.04 0.0135
C 3.9377 0.8705 0.7880 -0.50 -0.93 -0.96 -0.2625
C 4.9802 -0.0989 1.3374 -0.09 1.38 0.09 -0.2782
O 5.2210 -1.1947 0.4955 0.37 -0.38 0.15 -0.0557
O 2.6504 0.3083 0.8161 0.59 0.64 0.86 -0.0740
H 4.1896 1.0079 -0.2847 0.23 0.32 0.10 0.0980
H 3.9703 1.8464 1.2853 0.13 -0.06 0.13 0.1194
H 4.6382 -0.4168 2.3207 0.11 -0.47 -0.06 0.1118
H 5.9135 0.4930 1.4491 0.02 -0.09 0.24 0.0930
H 5.4403 -0.8241 -0.3650 -0.35 -0.11 -0.12 0.0739
H 2.0685 1.0614 1.1094 -0.44 -0.35 -0.47 0.0197
C -3.8236 1.3472 0.0901 0.47 -0.31 -0.17 -0.2799
C -4.4643 2.7072 -0.0816 -0.64 0.48 0.04 -0.3076
O -3.6172 3.7377 -0.5329 0.19 -0.26 0.20 -0.1254
O -2.9221 1.3092 1.1625 0.04 0.52 0.19 -0.1290
H -3.3075 1.0625 -0.8380 -0.10 0.05 -0.12 0.1138
H -4.5697 0.5678 0.2738 -0.22 0.13 -0.04 0.0991
H -4.9473 3.0047 0.8725 0.19 -0.13 0.14 0.0930
H -5.3116 2.6399 -0.7890 0.17 -0.14 -0.17 0.0900
H -2.6764 3.5696 -0.1939 -0.14 0.12 -0.25 0.0417
H -2.2408 2.0392 0.9702 0.13 -0.42 0.19 0.0179
C -4.2446 -3.8252 -0.4622 0.73 -0.24 -0.12 -0.3414
C -3.6766 -2.5590 0.1937 0.29 0.10 -0.50 -0.2900
O -2.5852 -2.0447 -0.5064 -0.58 1.13 0.27 -0.1589
O -3.4764 -4.9740 -0.2268 -4.20 -0.99 1.46 -0.1889
H -4.2782 -3.6174 -1.5496 -0.09 0.13 -0.04 0.0992
H -5.3004 -3.9197 -0.1407 -0.06 -0.38 0.25 0.0670
H -3.4091 -2.7808 1.2396 -0.09 -0.06 0.05 0.1107
H -4.4485 -1.7701 0.1740 -0.17 -0.07 0.17 0.0815
H -1.9809 -2.8175 -0.7761 -0.36 -0.02 0.09 0.0036
H -2.5085 -4.7709 -0.5935 0.57 0.02 0.01 -0.1159
C -1.2711 2.7128 -4.1336 0.72 0.64 0.95 -0.2534
C -2.0997 1.5786 -3.5383 -0.46 0.04 -0.57 -0.2815
O -1.3879 0.6930 -2.7176 -0.19 1.12 -0.13 -0.0630
O -1.0360 3.7331 -3.1584 0.04 0.00 -0.09 -0.1041
H -1.8051 3.2430 -4.9360 -0.04 -0.36 -0.12 0.0935
H -0.2670 2.4029 -4.4566 -0.33 -0.45 -0.43 0.1036
H -2.5927 1.0050 -4.3391 0.31 -0.18 -0.06 0.1015
H -2.9345 2.1022 -3.0416 0.09 -0.12 0.39 0.1052
H -0.8627 1.2806 -2.1069 0.10 -0.54 0.01 0.0307
H -0.4183 3.3765 -2.4836 -0.30 0.08 -0.02 0.0433
C 1.2936 -3.9662 2.8448 0.68 -0.37 -0.69 -0.3149
C 0.4697 -2.6799 2.7774 -0.57 -1.19 0.25 -0.2937
O -0.6117 -2.8111 1.9094 -0.25 0.19 0.09 -0.1289
O 2.2140 -4.0217 1.7700 -0.07 -0.60 0.21 -0.1625
H 0.6699 -4.8750 2.7987 -0.39 0.36 0.05 0.1008
H 1.8469 -4.0408 3.8077 0.13 0.30 -0.06 0.0732
H 1.1732 -1.8812 2.5149 -0.11 0.22 0.07 0.1088
H -0.0060 -2.5227 3.7639 0.37 0.35 0.10 0.0969
H -0.3071 -2.9672 0.9542 0.24 0.74 0.16 0.0157
H 1.6959 -4.4373 0.9659 -0.22 0.34 0.29 0.0318
C 0.3835 0.8739 4.1809 0.14 -0.21 1.09 -0.3073
C 1.8770 1.1765 4.1819 0.31 0.74 -0.31 -0.2671
O 2.2096 2.4222 3.5709 0.14 -0.33 0.10 -0.1320
O -0.1880 0.5902 2.9658 -0.16 -0.26 -0.22 -0.1098
H -0.1905 1.6640 4.6943 0.27 0.40 0.05 0.1060
H 0.3050 0.0118 4.8677 -0.27 -0.25 -0.37 0.1005
H 2.4177 0.3271 3.7342 -0.19 0.13 -0.28 0.1057
H 2.2690 1.2532 5.2123 -0.36 -0.05 0.04 0.0917
H 1.7855 2.4567 2.6623 -0.07 0.05 0.20 0.0342
H 0.0237 1.3225 2.3121 0.23 -0.04 0.25 0.0206
```
Positions in Å, forces in eV/Å.